94
Properties=species:S:1:pos:R:3:mulliken_charge:R:1 method="wB97M-V/def2-TZVPD" smiles="COCc1ccc2c(c1O)C(=O)NC2=O.O=C1C=C(O)C(=O)C=C1O.O=C1C=C(O)C(=O)C=C1O.O=C1C=C(O)C(=O)C=C1O.O=C1C=C(O)C(=O)C=C1O.O=C1C=C(O)C(=O)C=C1O" spin_multiplicity=1
O 1.0587 -6.5142 -0.3953 -0.5850
O 5.2472 -2.0688 1.9118 -0.6902
O -2.5213 6.6218 -7.5770 -0.6026
O 1.8381 -1.6183 1.5114 -0.5169
O 1.6498 9.6911 1.9752 -0.4907
O 1.0665 -9.8471 -2.5001 -0.5478
O -2.4306 3.2561 -3.4689 -0.6268
O -6.1628 -0.1758 4.7849 -0.6129
O -0.7791 7.0280 2.3561 -0.5532
O -5.4808 1.8449 3.0572 -0.5724
O -0.2867 -11.7101 -3.9943 -0.6140
O 7.1700 -3.0412 3.6120 -0.5691
O 5.6216 0.1784 6.7100 -0.6124
O -1.5415 2.3146 -5.8889 -0.5757
O -3.3263 7.5891 -5.1377 -0.5631
O -1.5694 2.8989 0.5535 -0.2863
O 3.6409 1.0902 5.0428 -0.5506
O -2.4012 -6.8489 -3.6613 -0.6248
O 4.7234 7.5566 -1.4046 -0.5030
O -1.3172 -0.3533 2.6166 -0.5223
O -3.7991 -8.7365 -5.0813 -0.5623
O -2.0321 -2.4206 4.2747 -0.5831
O 3.5277 -5.9528 0.6640 -0.6003
O -0.6582 -2.2070 0.5336 -0.5554
N 2.9258 8.9103 -0.1483 -0.4444
C -1.2320 3.9128 1.6058 -0.6114
C -2.6085 3.4298 -0.3459 -0.5388
C 2.7390 -3.7694 1.1192 -0.8948
C 1.6711 -2.7578 1.0912 1.1148
C 5.5388 -0.3631 5.6132 0.8221
C -2.4777 5.8363 -6.6368 0.8006
C 0.1402 -4.3809 0.0496 -0.8448
C -2.9069 -1.3822 4.0131 0.2496
C -4.1209 -1.3486 4.5661 -0.9314
C -2.5969 -9.0483 -4.4733 0.4203
C 4.4979 0.0805 4.6451 0.4074
C -2.9078 6.2791 -5.2816 0.4332
C -2.4451 -0.3048 3.0946 1.0322
C -1.9865 3.6166 -5.7509 0.3104
C 0.1864 6.3790 1.4459 0.2833
C -0.7978 -10.5986 -3.9143 0.8157
C -2.4425 4.0516 -4.4022 0.8906
C 4.3944 -0.4742 3.4359 -0.9460
C 2.3512 4.8965 -0.6734 -0.5266
C -5.0469 -0.2418 4.2805 0.8127
C 1.2156 -5.3846 0.0557 0.7837
C 5.3082 -1.5498 3.0213 0.9830
C -2.0759 -10.2733 -4.5663 -0.9253
C 2.4980 6.4935 -0.2444 0.2548
C -1.9068 -7.9700 -3.7135 0.9399
C -2.8918 5.4431 -4.2416 -0.8598
C 2.5293 -4.9964 0.6383 0.4333
C -2.0056 4.4514 -6.7918 -0.8101
C 0.3486 -3.1549 0.5336 0.1937
C 1.9432 8.7808 1.0348 0.2907
C 0.0357 4.7799 0.9952 0.3425
C -0.1216 -9.5274 -3.1313 0.3136
C -0.6410 -8.3015 -3.0414 -0.7985
C 1.0912 4.0112 -0.0263 -0.3561
C 3.5876 7.6321 -0.7030 0.3113
C -3.3805 0.7894 2.7904 -0.7135
C 1.4437 7.2269 0.8230 0.0976
C -4.5957 0.8210 3.3408 0.2569
C 6.4369 -1.4554 5.2071 -0.8229
C 6.3310 -2.0124 3.9992 0.3040
H 3.1312 -6.7548 0.2589 0.3290
H 7.1773 -1.7803 5.9269 0.4154
H -6.2889 1.6427 3.5773 0.3441
H 3.9194 1.3247 5.9548 0.3579
H 3.6898 -3.4731 1.5435 0.4441
H 1.2315 -10.7905 -2.7171 0.3514
H -1.2219 -2.2153 3.7592 0.3029
H 6.8955 -3.2716 2.6977 0.3564
H -0.1590 -7.5128 -2.4775 0.4642
H 3.6439 -0.1599 2.7215 0.5197
H -3.2472 7.9879 -6.0316 0.3470
H -4.4687 -2.1239 5.2371 0.4262
H 1.0012 2.8827 -0.3219 0.3604
H -2.3992 3.0567 -1.4416 0.2240
H -2.5657 -11.0659 -5.1172 0.4050
H -3.0387 1.5565 2.1074 0.5066
H -1.6262 1.9140 -4.9963 0.3396
H -0.2598 -1.4033 0.9331 0.2446
H -0.8154 -4.6822 -0.3607 0.4906
H -0.9493 3.4238 2.6314 0.3963
H -3.2038 5.7510 -3.2515 0.4390
H 2.2482 9.1231 -0.9380 0.3458
H -3.9612 -7.7913 -4.8694 0.3509
H -2.1428 4.6621 1.7668 0.3363
H -0.9900 6.4144 3.1310 0.3483
H -1.6791 4.1479 -7.7781 0.4155
H -3.6540 3.0281 0.0246 0.2102
H 3.1427 4.3963 -1.4113 0.3019
H -2.6729 4.6115 -0.3666 0.2740


9
Properties=species:S:1:pos:R:3:nbo_charge:R:1 method="wB97M-V/def2-TZVPD" charge=-2 spin_multiplicity=1
P -1.2979 1.1688 2.1886 1.4090
P 0.0430 7.8456 -1.9037 1.3424
O -1.4334 7.6775 -1.7347 -1.1689
O 0.4522 -2.1386 0.6833 -1.0467
O -0.5397 1.5507 3.4106 -1.1501
O -0.5149 0.3550 1.2174 -1.1969
O 0.4884 7.2819 -3.1869 -1.1736
H 0.1258 -1.1194 0.9777 0.5407
H 1.1176 -2.0430 -0.0228 0.4440


The evaluated Kohn-Sham gap for the records listed, in turn: 0.26257 0.29138 hartree.
The evaluated HOMO level for the records listed, in turn: -9.155 -2.068 eV.
The evaluated ΔE to the lowest compared entry with this formula, charge and spin for the records listed, in turn: 290.3 20.8 kcal per mole.